Density functional theory data (ωB97M-V/def2-TZVPD) for a structure of composition C30H45Br3N10O13 in a non-equilibrium geometry.

Calculated values
E_LUMO: -0.25 eV
M: 993.5 g mol⁻¹
E_tot: -283487.9366 eV

```
! RIJCOSX wB97M-V def2-TZVPD def2/J DEFGRID3
* xyz 0 1
C 1.25811 2.93005 -2.78079
Br 0.37402 4.07709 -1.36439
Br 2.51117 4.04044 -3.69963
Br -0.09909 2.11707 -4.02703
H 1.76701 2.09601 -2.29757
C 2.65740 3.43070 0.93253
C 3.17693 4.73546 1.06317
C 3.97916 5.24224 0.08456
C 4.49830 4.40089 -0.90884
C 4.07842 3.06557 -0.97423
C 3.21606 2.58087 -0.02694
O 2.79241 1.27233 -0.09097
O 4.51235 6.51501 0.20093
H 2.02950 3.12928 1.75792
H 2.93226 5.37603 1.89756
H 4.99324 4.81832 -1.77323
H 4.51916 2.45541 -1.74874
H 3.21580 0.83934 -0.83586
H 3.88517 7.15288 0.54929
C 3.84837 -0.31223 2.06611
C 5.12886 -0.29742 2.58678
C 5.38187 0.32342 3.78693
C 4.35288 0.94721 4.48328
C 3.06914 0.85427 4.05736
C 2.79174 0.20260 2.84126
O 1.53069 -0.03772 2.47713
O 6.64830 0.47552 4.20813
H 3.63487 -0.79690 1.12488
H 5.88681 -0.80586 2.00938
H 4.60037 1.45833 5.40192
H 2.32406 1.31022 4.69247
H 0.98107 0.65123 2.85774
H 6.58015 0.69850 5.13939
C -0.28977 -6.32128 -3.19820
C 0.18282 -5.27228 -2.36639
C 0.31317 -5.45867 -0.99657
C 0.18977 -6.66391 -0.43935
C -0.21352 -7.73052 -1.24921
C -0.42449 -7.49467 -2.58180
O -0.96508 -8.50369 -3.35180
O 0.67118 -4.36982 -0.24356
H -0.54747 -6.21373 -4.24148
H 0.30794 -4.23633 -2.64486
H 0.50466 -6.88174 0.57050
H -0.41160 -8.71484 -0.85139
H -0.48273 -9.30106 -3.12129
H -0.06144 -4.33302 0.37573
C -3.60297 4.73150 -2.79366
C -3.90711 3.98339 -3.93586
C -3.73753 2.64234 -3.81893
C -3.35274 2.02319 -2.61704
C -2.99008 2.76394 -1.51826
C -3.10505 4.14448 -1.58555
O -2.82388 4.98641 -0.50369
O -3.79824 1.91739 -4.99449
H -3.75424 5.79920 -2.73418
H -4.13404 4.49724 -4.85827
H -3.23041 0.95317 -2.69757
H -2.75096 2.28331 -0.58113
H -2.91635 5.88346 -0.83285
H -4.20008 2.46340 -5.67419
C -2.28659 -3.56083 1.96774
O -1.25037 -3.75645 1.38227
N -2.50209 -3.95373 3.17306
N -3.27457 -2.91410 1.46458
H -3.14204 -3.41354 3.73765
H -1.64313 -4.36242 3.51256
H -4.03226 -2.62043 2.06439
H -3.31839 -2.70678 0.47706
C -5.87048 -1.70091 -0.18434
O -5.58829 -2.87333 -0.44718
N -5.02861 -0.70899 -0.10377
N -7.04832 -1.26168 0.10753
H -4.02235 -0.76805 -0.16741
H -5.38932 0.23438 -0.09876
H -7.78200 -1.95236 0.17649
H -7.11203 -0.25858 0.20666
C 3.17088 -1.80306 -1.52753
O 3.74378 -0.78405 -1.90131
N 3.62668 -2.80333 -0.85513
N 1.86844 -1.91697 -1.58596
H 4.46505 -2.77658 -0.29254
H 2.98484 -3.57509 -0.74325
H 1.53305 -2.77782 -1.17784
H 1.26574 -1.12988 -1.77917
C -1.18043 -0.31474 0.00386
O -2.35851 -0.58389 -0.36775
N -0.48678 0.58798 -0.64441
N -0.46839 -0.90227 0.89028
H -1.00058 1.09000 -1.35439
H 0.45472 0.78715 -0.33780
H 0.48176 -0.58562 1.02086
H -0.69170 -1.85740 1.13105
C -1.16845 2.52053 2.96418
O -0.73306 1.53561 3.52833
N -1.67336 3.51309 3.64130
N -1.36073 2.70903 1.67198
H -2.02487 4.32431 3.15297
H -1.67556 3.33392 4.63528
H -1.05685 1.97854 1.04418
H -1.95084 3.48534 1.40890
*
```


Density functional theory data (ωB97M-V/def2-TZVPD) for a structure of composition C30H45F5IN5O5SeSi4Ti.

Calculated values
E_LUMO: 3.63 eV
M: 1016.8 g mol⁻¹
Energy above the lowest of the compared OMol25 structures with the same formula, charge and spin: 29.2 kcal/mol
E_tot: -191196.0430 eV

```
! RIJCOSX wB97M-V def2-TZVPD def2/J DEFGRID3
* xyz -2 1
Ti 0.26430 -1.15845 -0.23927
O 2.30526 -1.24567 -0.52731
C 3.18788 -1.67307 0.50259
C 2.57925 -2.89774 1.13335
N 1.11731 -2.71399 1.30420
C 0.44022 -3.99568 1.03760
C 0.27315 -4.10815 -0.46403
O 0.44938 -5.12917 -1.08192
O -0.08990 -2.95310 -0.95305
C 0.67570 -2.20657 2.60129
C -0.76050 -1.72562 2.43139
O -1.53173 -1.67586 3.36157
O -1.03009 -1.34134 1.20837
H 2.66496 -1.08880 -1.44720
H 3.24584 -0.86485 1.22739
H 4.17321 -1.85135 0.06973
H 3.05315 -3.12316 2.09516
H 2.72530 -3.75271 0.47210
H -0.56390 -3.97487 1.46572
H 0.99116 -4.83627 1.46308
H 1.27614 -1.34319 2.88808
H 0.73295 -2.96641 3.38623
I 5.47848 -1.10404 -2.30396
C 1.29658 -0.41747 -2.79163
C 1.34888 -0.18122 -4.18244
C 0.28105 -0.49355 -4.99601
C -0.86996 -1.07454 -4.44811
C -0.88999 -1.30902 -3.09766
N 0.16550 -0.95336 -2.34428
H 2.25582 0.23772 -4.60306
H 0.32916 -0.30301 -6.06395
H -1.72614 -1.34147 -5.05256
H -1.73432 -1.77203 -2.59942
C 3.14503 4.19229 0.86236
Si 2.03510 2.95050 -0.04735
C 3.03478 2.38212 -1.52167
C 0.61966 4.07651 -0.65779
Si 1.27790 1.12492 1.28937
Si -0.31725 2.15795 2.69704
C 0.01263 4.00589 2.96353
C -0.36459 1.37810 4.41892
C -2.09311 2.07499 2.07905
Si 3.11822 1.14688 2.81321
C 3.16208 2.63778 3.98294
C 4.80305 1.13764 1.94505
C 3.22097 -0.29550 4.04968
H 3.45391 4.93419 0.11705
H 4.04831 3.75455 1.28602
H 2.60220 4.71899 1.64889
H 3.24236 3.23280 -2.17995
H 2.53006 1.60077 -2.09380
H 3.99304 1.95229 -1.21679
H 0.77666 5.08607 -0.26838
H -0.37220 3.75020 -0.34846
H 0.62617 4.14000 -1.75012
H 0.99737 4.20123 3.38920
H -0.74039 4.40340 3.65278
H -0.06878 4.55781 2.02570
H 0.60692 1.39440 4.91567
H -0.70990 0.34382 4.37045
H -1.07103 1.93340 5.04513
H -2.21122 2.50973 1.08332
H -2.73632 2.63299 2.76707
H -2.44477 1.04219 2.05510
H 3.22156 3.59025 3.46083
H 4.06085 2.53637 4.60103
H 2.30020 2.66663 4.65037
H 4.79467 1.64434 0.97957
H 5.16839 0.12693 1.75550
H 5.53816 1.63774 2.58395
H 2.30735 -0.41693 4.63649
H 4.03574 -0.07652 4.74740
H 3.45502 -1.24978 3.57135
N -4.91515 0.48089 -0.84748
C -3.62533 0.85761 -1.08191
C -2.57857 0.11523 -0.48630
N -1.31766 0.39492 -0.73625
C -1.05426 1.46286 -1.51766
C -2.08164 2.21608 -2.02226
N -3.37378 1.92045 -1.83269
H -5.03716 -0.52317 -0.69035
H -5.57314 0.88709 -1.49397
H -2.80061 -0.71994 0.15928
H -0.01762 1.66500 -1.74331
H -1.86509 3.09168 -2.62205
F -6.37533 -4.02505 -6.35812
C -5.98805 -3.77649 -5.09321
C -6.31404 -4.64884 -4.07341
F -7.02760 -5.75435 -4.35764
C -5.91343 -4.38402 -2.77660
F -6.27270 -5.27832 -1.84449
C -5.17588 -3.25221 -2.42253
Se -4.62392 -2.91360 -0.64902
C -4.87240 -2.39884 -3.48587
F -4.17348 -1.27017 -3.27229
C -5.25966 -2.64252 -4.78996
F -4.93641 -1.78417 -5.77360
*
```


Density functional theory data (ωB97M-V/def2-TZVPD) for a structure of composition C30H45N3O4PSSeSiV.

Calculated values
E_LUMO (alpha / beta): 2.53 / 2.53 eV
M: 732.7 g mol⁻¹
E_tot: -163545.5998 eV

```
! RIJCOSX wB97M-V def2-TZVPD def2/J DEFGRID3
* xyz -1 2
V 0.60134 -0.17766 0.52355
Se -1.08670 -1.74706 -0.36707
C -2.38590 -2.05428 1.00358
C -2.25313 -1.47293 2.26496
C -3.18619 -1.71018 3.26165
C -4.27938 -2.53401 3.02126
C -4.42154 -3.11323 1.76761
C -3.48681 -2.87671 0.77120
H -1.41383 -0.81258 2.45626
H -3.05613 -1.24067 4.23042
H -5.01217 -2.71848 3.79725
H -5.27033 -3.75529 1.55991
H -3.61087 -3.33431 -0.20327
C -3.54390 1.25450 0.38914
Si -1.88185 2.02917 -0.05870
C -1.59290 1.75687 -1.89515
C -2.04615 3.89611 0.21792
N -0.52739 1.44162 0.84534
C -0.13074 2.14477 1.98190
C 1.18341 2.61489 2.11308
C 1.61008 3.26104 3.26092
C 0.73523 3.48408 4.31703
C -0.57585 3.03973 4.20057
C -1.00063 2.37865 3.06015
H -4.35681 1.85685 -0.02942
H -3.69341 1.19335 1.46924
H -3.63069 0.24147 -0.00551
H -2.35499 2.28648 -2.47529
H -1.63498 0.69670 -2.14770
H -0.61360 2.13398 -2.19248
H -2.52658 4.35502 -0.65000
H -1.07163 4.36922 0.35426
H -2.64834 4.13418 1.09744
H 1.87413 2.45893 1.29065
H 2.63844 3.59921 3.32537
H 1.06722 3.99200 5.21403
H -1.27710 3.19903 5.01252
H -2.01924 2.01326 2.99362
C 0.48967 -4.24878 3.62393
C 1.71833 -3.34972 3.61160
C 2.96344 -4.11068 4.04309
C 1.48589 -2.12682 4.48702
O 1.86616 -2.99245 2.20974
P 2.53029 -1.72291 1.56011
O 2.23032 -1.72472 0.08804
O 1.97343 -0.40751 2.09789
O 4.06073 -1.91039 1.94795
C 5.09238 -0.88284 1.77008
C 4.91201 -0.11548 0.46790
C 6.39235 -1.67105 1.75224
C 5.02519 0.04631 2.97492
H 0.29959 -4.60961 4.63695
H 0.64037 -5.10687 2.96877
H -0.38301 -3.69648 3.27431
H 2.84124 -4.45757 5.07158
H 3.84720 -3.47732 3.98800
H 3.11710 -4.97879 3.40103
H 1.30864 -2.46446 5.51082
H 0.61803 -1.56403 4.14494
H 2.34014 -1.45108 4.48580
H 4.93076 -0.78412 -0.39181
H 5.72736 0.60512 0.37112
H 3.97076 0.42893 0.44341
H 6.41169 -2.35248 0.90169
H 6.49417 -2.25297 2.66936
H 7.24170 -0.99048 1.67534
H 4.06258 0.55553 3.00614
H 5.82069 0.79236 2.92008
H 5.15175 -0.52618 3.89630
N 1.19258 -1.57475 -2.54053
C 1.20065 -0.31587 -3.02138
S 2.19135 0.85251 -2.34846
N 0.33174 -0.13884 -4.06182
C -0.03881 0.96891 -4.84069
C 0.34110 2.28834 -4.60846
C -0.11738 3.28623 -5.45587
C -0.94632 3.00699 -6.52902
C -1.32638 1.69162 -6.75873
C -0.87633 0.68570 -5.92586
H 1.71756 -1.74033 -1.68300
H 0.34725 -2.12240 -2.62972
H -0.15027 -0.97885 -4.33748
H 0.98422 2.52001 -3.77755
H 0.18285 4.30775 -5.25762
H -1.29663 3.80025 -7.17644
H -1.97705 1.44218 -7.58746
H -1.17879 -0.33973 -6.11002
*
```


Density functional theory data (ωB97M-V/def2-TZVPD) for a structure of composition C30H45NO2OsP2 in a non-equilibrium geometry.

Calculated values
E_LUMO (alpha / beta): -6.15 / -7.82 eV
M: 703.9 g mol⁻¹
Energy above the lowest of the compared OMol25 structures with the same formula, charge and spin: 0.0 kcal/mol
E_tot: -58445.3058 eV

```
! RIJCOSX wB97M-V def2-TZVPD def2/J DEFGRID3
* xyz 2 5
P -0.56304 -2.25738 -4.07171
P -0.30785 1.15948 -4.11029
C -0.79105 -1.19855 -5.59579
C 0.04905 0.06837 -5.61444
H -1.86353 -0.95500 -5.67320
H -0.51382 -1.76146 -6.50076
H 1.14407 -0.09936 -5.65742
H -0.23999 0.73039 -6.45180
C -1.67868 2.11555 -4.96347
H -2.02603 2.92127 -4.30907
H -2.50138 1.42724 -5.20367
H -1.22609 2.54069 -5.87707
C 1.04268 2.40208 -4.48274
H 0.75246 2.92239 -5.41973
H 2.00829 1.86193 -4.56307
H 1.04274 3.10252 -3.63353
C -1.65508 -3.61415 -4.58779
H -1.67386 -4.38820 -3.81105
H -1.26598 -4.04271 -5.52551
H -2.66423 -3.22202 -4.77146
C 1.10854 -2.89039 -4.42556
H 1.84461 -2.11383 -4.65516
H 1.08110 -3.54805 -5.30519
H 1.49751 -3.49630 -3.60569
Os -0.51315 -2.25058 -0.23013
C 0.64406 2.42411 -1.59123
C -0.69907 2.54531 -1.63643
C -1.88662 1.65860 -1.96902
C -2.12312 0.15625 -2.58109
C -1.11735 -1.03526 -2.76298
C 0.18640 -1.00963 -2.01665
C 1.34311 -0.18116 -2.40595
C 1.57096 1.24374 -1.71352
C 1.07103 -1.69975 0.77446
H 1.16736 3.27773 -1.16678
H -1.08833 3.37737 -1.01335
H -2.60269 2.26458 -2.59147
H -2.52139 1.64417 -1.03636
H -2.76736 -0.21732 -1.76732
H -2.86167 0.15933 -3.41689
H -1.68923 -1.86584 -2.20172
H 0.60518 -2.09825 -1.87766
H 1.41244 -0.14208 -3.55482
H 2.22418 -0.74862 -2.05507
H 1.95393 1.00609 -0.71272
H 2.47174 1.61246 -2.24587
H 0.95554 -0.64530 1.09679
H 2.10004 -1.79501 0.42477
H 1.05776 -2.32758 1.68459
C 3.70055 1.07089 6.23119
C 2.69599 -0.04774 6.11186
C 2.91341 -1.23097 6.81216
C 2.02748 -2.31230 6.71909
C 0.88525 -2.18714 5.93248
C 0.64764 -0.98582 5.24649
N -0.48437 -0.92581 4.44961
C -1.31619 0.17477 4.27242
C -1.53213 1.04816 5.35692
C -2.33598 2.16931 5.19210
C -2.96160 2.35796 3.95645
C -2.76506 1.46203 2.87339
C -1.90723 0.35962 2.99342
C -1.68640 -0.82663 2.01451
O -1.76709 -1.97628 2.51677
O -1.39037 -0.69084 0.75822
C 1.57407 0.08253 5.28458
C 1.39557 1.30273 4.44083
H 4.21277 1.27221 5.28017
H 3.23993 2.01002 6.56579
H 4.46645 0.79033 6.96078
H 3.81543 -1.30802 7.42034
H 2.22871 -3.23677 7.24974
H 0.15693 -2.99462 5.85277
H -0.86173 -1.78339 4.06559
H -1.08245 0.80658 6.32522
H -2.50502 2.83318 6.04693
H -3.63575 3.21383 3.86242
H -3.30025 1.62947 1.94295
H 2.36877 1.74368 4.20382
H 0.89814 1.08184 3.48936
H 0.81028 2.07930 4.95322
*
```


Density functional theory data (ωB97M-V/def2-TZVPD) for a structure of composition C30H45O23Pt in a non-equilibrium geometry.

Calculated values
E_LUMO (alpha / beta): -5.71 / -6.79 eV
M: 968.7 g mol⁻¹
Energy above the lowest of the compared OMol25 structures with the same formula, charge and spin: 29.8 kcal/mol
E_tot: -82170.3010 eV

```
! RIJCOSX wB97M-V def2-TZVPD def2/J DEFGRID3
* xyz 1 3
Pt 0.16022 -0.80898 3.49879
C -0.13762 -0.37576 -0.60143
C 0.08896 -0.46673 0.87362
O 0.22465 -1.58246 1.45931
O -0.00061 0.50197 1.67842
H 0.65978 -0.99292 -1.02110
H -0.01715 0.63338 -0.99774
H -1.16015 -0.64826 -0.85182
C -3.21228 1.15171 0.42248
C -3.45580 2.35271 1.26695
C -4.35041 3.45494 0.64726
O -5.16777 3.81551 1.74192
C -5.15764 2.85144 2.71467
O -5.89419 2.81010 3.63028
O -4.16820 1.99238 2.45555
H -2.92477 0.27488 1.00942
H -2.36316 1.31973 -0.24583
H -4.02026 0.78472 -0.21418
H -2.52018 2.76723 1.64745
H -4.93067 3.02192 -0.17218
H -3.80680 4.30865 0.24870
C 2.68124 -6.11274 1.86856
C 1.25292 -6.01166 1.34767
C 0.85509 -4.66174 0.72842
O 0.27138 -4.99603 -0.53110
C 0.57710 -6.26505 -0.82503
O 0.39657 -6.76590 -1.88599
O 1.09021 -6.89218 0.24529
H 2.89964 -5.53670 2.76703
H 3.36412 -5.83826 1.06447
H 2.85777 -7.15409 2.13888
H 0.49802 -6.27137 2.09549
H 1.73080 -4.04777 0.50586
H 0.16439 -4.15701 1.39809
C -3.97071 4.30478 -4.13296
C -3.39777 3.65468 -2.87236
C -2.98203 2.18738 -3.01616
O -1.60695 2.15015 -2.64357
C -1.17387 3.38491 -2.36115
O -0.07614 3.64176 -2.00223
O -2.15765 4.28745 -2.58140
H -3.52261 3.84747 -5.01586
H -3.65920 5.34875 -4.14340
H -5.05705 4.27117 -4.16982
H -4.07985 3.74937 -2.02555
H -3.16215 1.92546 -4.05924
H -3.53316 1.51292 -2.36694
C -2.64633 -3.47756 0.21149
C -3.51959 -4.49524 0.87789
C -3.88565 -5.76628 0.05683
O -3.43744 -6.84421 0.86902
C -2.79025 -6.39896 1.94061
O -2.17119 -7.07655 2.70049
O -2.82253 -5.06401 1.97411
H -1.82065 -3.92856 -0.34402
H -2.18836 -2.84439 0.97352
H -3.10563 -2.85472 -0.55776
H -4.47780 -4.07633 1.19209
H -3.37303 -5.83695 -0.90292
H -4.95679 -5.77202 -0.13121
C 4.78600 2.52891 0.86009
C 3.53820 1.68747 0.54476
C 2.33553 2.44342 -0.03592
O 2.05022 1.74969 -1.23324
C 2.94588 0.76867 -1.48762
O 2.94848 0.04167 -2.41975
O 3.87440 0.76632 -0.51484
H 4.76767 3.05992 1.81000
H 4.92029 3.25072 0.05623
H 5.68300 1.91304 0.93532
H 3.22905 1.02366 1.34992
H 2.58638 3.45009 -0.36782
H 1.56275 2.44767 0.73126
C 5.49936 0.95567 6.56335
C 4.42705 1.73574 5.83981
C 4.75917 2.15696 4.38171
O 3.54270 1.81452 3.69345
C 2.73694 1.13872 4.45813
O 1.78506 0.55601 3.97043
O 3.19841 0.97050 5.67361
H 5.83227 0.03865 6.08285
H 5.23578 0.75777 7.60024
H 6.33193 1.66508 6.60393
H 4.21880 2.63885 6.41263
H 5.59978 1.62407 3.94326
H 4.85729 3.23491 4.29062
C 0.27456 0.29786 -4.63628
C 0.21081 1.77851 -4.93549
C 1.43103 2.62703 -4.53023
O 1.68667 3.40059 -5.69524
C 1.08144 2.86347 -6.76837
O 1.22450 3.26161 -7.88033
O 0.31277 1.83667 -6.38340
H 1.28817 -0.05163 -4.83294
H -0.33647 -0.29559 -5.31921
H -0.04555 -0.01357 -3.64135
H -0.71596 2.30166 -4.69280
H 2.30028 2.01460 -4.29360
H 1.12459 3.27402 -3.71081
*
```